ORCA calculation (ωB97M-V/def2-TZVPD) on a 2-piece molecular cluster, C4H13N3O overall at a distorted geometry.

```
! wB97M-V def2-TZVPD RIJCOSX def2/J DEFGRID3
* xyz 0 1
C -1.72351 -1.19015 -2.05338
C -2.33921 -0.19371 -1.02633
C -1.35310 0.47444 -0.10739
N 1.29846 -0.39998 0.47022
C 0.18988 -0.81238 1.16749
N -1.00023 -0.36600 1.06005
N -0.51210 -0.79331 -2.71126
H -2.51629 -1.31644 -2.79624
H -1.66003 -2.17722 -1.59358
H -2.94562 0.52651 -1.58453
H -3.10089 -0.78285 -0.51318
H -1.96131 1.17200 0.48062
H -0.57338 1.05502 -0.60711
H 2.17418 -0.78568 0.76403
H 1.30281 -0.22051 -0.51934
H 0.26161 -1.46960 2.02876
H 0.33841 -0.89103 -2.18652
H -0.50600 0.15480 -3.06192
H 4.88832 2.17812 3.61284
H 4.65910 3.34426 4.67039
O 5.07890 2.49371 4.50640
*
```

The HOMO energy is -9.0 eV. As for the LUMO energy: 0.560 eV. For the calculated total energy, the calculation gives -10875.5928 eV. The calculation puts the HOMO-LUMO gap at 9.573 eV. The SMILES is N/C=N\CCCN.O.